This record from the OMol25 dataset describes 10 unconnected molecules or ions with the total composition C29H72F3O12PS9. The level of theory is the ωB97M-V functional and the def2-TZVPD basis.

Geometry (Å):
C: -1.112 1.897 1.676
C: -1.186 2.849 0.748
C: -0.299 2.856 -0.442
O: 0.713 2.207 -0.460
O: -0.625 3.596 -1.539
C: -1.120 4.920 -1.302
C: -2.606 5.048 -1.685
C: -3.575 5.227 -0.498
C: -4.558 4.056 -0.456
C: -5.639 4.155 0.608
C: -6.360 2.809 0.885
P: -6.577 1.755 -0.611
C: -4.951 0.850 -0.759
O: -5.155 -0.578 -0.781
C: -4.063 -1.308 -0.517
F: -2.970 -0.875 -1.160
F: -3.765 -1.332 0.790
F: -4.297 -2.567 -0.900
H: -0.597 0.954 1.508
H: -1.655 2.028 2.604
H: -1.946 3.613 0.866
H: -0.924 5.253 -0.282
H: -0.545 5.577 -1.959
H: -2.838 4.108 -2.191
H: -2.749 5.827 -2.435
H: -3.006 5.193 0.437
H: -4.082 6.191 -0.513
H: -3.959 3.171 -0.225
H: -5.035 3.948 -1.433
H: -5.217 4.474 1.566
H: -6.383 4.903 0.326
H: -7.366 3.042 1.247
H: -5.858 2.267 1.687
H: -7.376 0.700 -0.116
H: -4.477 1.175 -1.686
H: -4.272 1.106 0.059
C: 2.776 -1.670 0.212
S: 1.132 -1.247 -0.372
O: 0.368 -0.735 0.799
C: 0.574 -2.929 -0.631
H: 3.281 -0.744 0.480
H: 2.699 -2.317 1.087
H: 3.324 -2.169 -0.587
H: 0.652 -3.490 0.300
H: 1.171 -3.403 -1.411
H: -0.467 -2.887 -0.947
C: -3.963 -2.480 -4.549
S: -3.092 -3.522 -5.725
O: -2.735 -2.671 -6.888
C: -4.521 -4.499 -6.211
H: -3.250 -1.757 -4.157
H: -4.776 -1.961 -5.057
H: -4.346 -3.092 -3.732
H: -5.293 -3.841 -6.609
H: -4.895 -5.051 -5.348
H: -4.199 -5.197 -6.982
C: -3.332 2.119 5.716
S: -4.432 1.258 4.588
O: -4.450 2.045 3.325
C: -5.953 1.653 5.460
H: -2.322 2.034 5.322
H: -3.619 3.170 5.774
H: -3.382 1.651 6.699
H: -6.058 2.735 5.536
H: -5.930 1.197 6.450
H: -6.779 1.240 4.886
C: 2.372 5.895 0.756
S: 2.788 7.414 1.615
O: 2.298 7.277 3.010
C: 1.603 8.448 0.744
H: 2.973 5.093 1.180
H: 1.314 5.665 0.889
H: 2.605 5.999 -0.304
H: 0.598 8.050 0.889
H: 1.856 8.477 -0.316
H: 1.666 9.450 1.163
C: -8.194 7.803 0.815
S: -7.919 7.328 -0.896
O: -6.490 6.939 -1.013
C: -8.045 8.984 -1.580
H: -8.118 6.905 1.424
H: -7.435 8.523 1.121
H: -9.192 8.230 0.916
H: -7.302 9.628 -1.110
H: -9.051 9.371 -1.414
H: -7.851 8.915 -2.648
C: 7.083 -1.471 0.449
S: 6.353 -1.725 -1.172
O: 6.552 -3.157 -1.523
C: 7.579 -0.782 -2.085
H: 6.488 -2.024 1.173
H: 8.107 -1.848 0.454
H: 7.064 -0.409 0.691
H: 8.568 -1.207 -1.911
H: 7.546 0.259 -1.764
H: 7.328 -0.848 -3.141
C: 8.568 -5.650 -0.526
S: 7.875 -5.176 1.057
O: 9.008 -5.069 2.022
C: 7.057 -6.740 1.390
H: 9.159 -4.813 -0.892
H: 9.200 -6.529 -0.396
H: 7.757 -5.850 -1.225
H: 7.793 -7.545 1.396
H: 6.299 -6.917 0.628
H: 6.585 -6.666 2.368
C: 0.434 -6.300 -5.016
S: -0.211 -5.804 -3.415
O: 0.949 -5.715 -2.489
C: -1.048 -7.354 -3.059
H: 1.033 -5.477 -5.399
H: 1.054 -7.188 -4.899
H: -0.396 -6.495 -5.696
H: -0.327 -8.171 -3.077
H: -1.833 -7.519 -3.797
H: -1.489 -7.272 -2.067
C: 10.567 -7.740 5.943
S: 9.844 -7.919 4.306
O: 10.018 -9.343 3.911
C: 11.099 -6.974 3.442
H: 9.949 -8.299 6.641
H: 11.579 -8.143 5.940
H: 10.573 -6.686 6.221
H: 12.074 -7.430 3.616
H: 11.079 -5.943 3.791
H: 10.856 -6.992 2.383

Atomic forces in eV per Å
-0.118 -0.205 -0.133
-0.441 0.266 0.092
0.499 -0.648 0.068
-0.059 -0.059 -0.275
0.035 0.256 0.558
-0.481 0.593 -0.751
0.127 -0.198 0.356
0.072 -0.371 -0.021
-0.026 0.418 0.456
-0.432 -0.315 0.262
0.062 0.071 0.211
-0.433 0.333 -0.685
0.193 0.149 0.406
-0.023 0.007 -0.214
-0.162 -0.029 0.078
0.105 0.011 -0.097
0.042 0.055 0.020
-0.014 -0.064 -0.017
0.487 0.356 0.119
-0.346 -0.146 -0.197
0.345 0.232 0.055
-0.040 -0.177 0.078
0.197 -0.175 0.040
-0.072 0.036 -0.079
0.073 0.106 0.099
-0.040 0.218 0.021
-0.143 -0.045 -0.148
0.020 -0.116 -0.308
0.085 -0.147 -0.059
0.122 0.069 -0.075
0.188 0.023 -0.129
-0.062 -0.157 -0.043
0.059 -0.006 -0.121
0.281 -0.047 0.334
0.031 -0.198 -0.066
-0.144 -0.020 0.100
0.111 -0.084 0.103
-0.175 0.097 -0.136
0.045 -0.158 0.168
0.089 -0.135 -0.069
-0.051 0.039 -0.034
-0.056 0.008 -0.007
-0.020 0.008 -0.018
0.008 0.040 0.017
-0.029 -0.046 0.010
0.000 0.076 -0.001
-0.046 0.030 0.054
0.032 -0.044 0.055
-0.024 0.008 -0.029
-0.092 -0.027 0.009
0.031 -0.020 -0.012
0.020 -0.010 -0.040
0.024 0.003 0.006
0.030 0.029 -0.002
0.011 0.001 0.003
0.035 0.019 -0.003
0.030 0.054 0.054
0.029 -0.092 0.033
0.080 0.071 0.036
-0.061 0.041 0.054
-0.008 -0.027 -0.021
-0.025 -0.009 -0.038
0.007 -0.017 -0.009
0.036 0.000 -0.030
0.002 -0.016 -0.008
0.028 -0.019 -0.026
-0.025 -0.135 -0.117
0.014 -0.003 -0.015
-0.040 0.003 0.005
-0.065 0.036 -0.060
0.007 0.026 0.034
-0.002 0.048 0.074
0.020 0.009 0.006
0.020 -0.026 0.034
0.013 0.003 0.005
0.027 -0.013 0.025
0.000 0.044 0.080
-0.075 0.049 -0.079
0.106 0.020 0.005
-0.074 0.100 0.010
0.009 -0.020 -0.031
0.021 -0.014 -0.041
-0.007 -0.018 -0.007
0.021 -0.044 0.014
-0.003 -0.008 -0.013
0.005 -0.045 0.004
0.056 0.018 0.066
-0.055 0.037 0.021
0.098 -0.041 -0.001
0.084 0.025 -0.032
-0.017 -0.023 -0.032
-0.011 -0.027 -0.022
-0.023 0.001 -0.014
-0.020 -0.030 0.017
-0.021 -0.002 -0.002
-0.033 -0.020 0.010
0.056 -0.080 -0.064
-0.188 0.082 0.019
0.123 -0.058 -0.011
0.004 -0.092 -0.011
-0.039 0.033 0.012
-0.011 0.008 0.052
-0.016 0.072 0.001
0.022 0.023 0.009
-0.006 0.025 0.002
0.022 0.031 0.008
0.020 -0.041 -0.080
-0.055 0.091 0.001
0.029 -0.044 0.007
-0.018 -0.091 0.002
-0.016 0.025 0.028
-0.001 0.012 0.047
-0.007 0.029 0.002
0.028 0.031 0.003
-0.005 0.018 0.003
0.014 0.037 0.003
0.051 0.007 0.079
-0.075 0.088 -0.041
0.040 -0.023 -0.007
0.161 -0.006 0.012
-0.020 -0.011 -0.028
-0.012 -0.017 -0.040
-0.016 0.001 -0.010
-0.038 -0.049 0.034
-0.061 0.014 -0.049
-0.062 0.037 0.017

Total energy   -6275.34954 Eh
Total charge   0
Max |F|   0.0208 hartree/bohr